Entry from the OMol25 dataset: C12H16FNO3S in the gas phase (ωB97M-V/def2-TZVPD).

CARTESIAN COORDINATES (ANGSTROEM)
O 1.629121 -1.001950 2.941701
S 1.312486 0.080599 2.054505
O 1.433270 1.421015 2.553748
N -0.235697 -0.123756 1.501790
C -0.810873 -1.446432 1.551778
H -0.421845 -1.939114 2.448253
C -0.479313 -2.314791 0.333243
H -1.047332 -3.241107 0.427246
H -0.797736 -1.823013 -0.587675
C 1.017538 -2.653067 0.236577
H 1.151353 -3.697934 -0.052325
O 1.717994 -1.950945 -0.773958
C 1.749494 -0.552602 -0.668154
C 2.415835 -0.018562 0.592044
H 3.252637 -0.643843 0.891976
H 2.749463 1.003214 0.443341
H 0.741542 -0.124084 -0.746257
H 2.324079 -0.234167 -1.543678
H 1.490767 -2.498143 1.213428
H -1.895029 -1.351819 1.653295
C -1.062937 1.045903 1.296488
C -1.162728 1.412841 -0.162517
C -2.097954 0.796197 -0.983539
C -2.125435 1.112813 -2.329262
C -1.252398 2.027793 -2.888137
C -0.326694 2.642168 -2.061934
C -0.280763 2.336966 -0.712510
H 0.442765 2.815456 -0.069806
H 0.360267 3.364280 -2.475558
H -1.307626 2.248878 -3.941883
F -3.035389 0.506706 -3.119053
H -2.803014 0.080151 -0.590114
H -0.587879 1.856613 1.852375
H -2.057971 0.863740 1.714574

Cartesian forces, eV/Å:
-0.1 -0.2 -0.1
0.2 0.2 -0.1
-0.1 0.2 -0.2
0.9 0.2 0.6
0.0 -0.8 -0.2
-0.2 -0.1 -0.1
0.1 0.1 0.2
0.0 0.0 0.0
-0.1 0.0 -0.1
-0.1 -0.2 -0.1
0.0 0.1 0.2
0.1 -0.1 -0.1
-0.1 0.1 -0.2
-0.6 -0.2 0.3
0.1 0.0 0.1
0.0 0.1 0.0
0.2 -0.1 -0.1
-0.1 0.1 0.2
0.0 -0.2 -0.1
0.1 0.1 0.1
0.0 0.5 -0.1
-0.1 0.2 -0.1
0.0 0.1 -0.1
0.1 0.0 0.1
-0.1 -0.1 0.0
0.0 0.0 0.0
-0.1 0.0 0.1
0.1 0.1 0.1
0.1 0.1 0.0
0.0 0.0 -0.1
0.1 0.1 0.1
-0.1 -0.1 0.0
-0.3 0.0 -0.1
0.1 0.0 0.0

Values from the calculation:
2S+1: 1
Orbital gap, eV: 10.30
Charge: 0
LUMO level, eV: 0.76
Maximum force, eV Å⁻¹: 1.094
E_HOMO, eV: -9.54
Structure (SMILES): O=S1(=O)CCOCCCN1Cc1cccc(F)c1